Entry 1:
39
Properties=species:S:1:pos:R:3:forces:R:3:nbo_charge:R:1 method="wB97M-V/def2-TZVPD" e_lumo_ev=4.25 homo_energy_ev=0.091 homo_lumo_gap_ev=4.16 charge=-2
Hf -0.0231 0.0941 0.6673 1.8 0.1 3.8 2.557
C 3.3725 -0.6458 -2.0788 -1.0 -0.4 0.0 -0.644
C 3.3592 -0.8725 -0.5406 0.0 1.0 -0.3 -0.004
O 2.2371 -0.4556 0.1355 -1.7 0.5 -0.5 -0.910
H 3.5872 0.3774 -2.3904 0.0 0.2 0.3 0.176
H 2.3673 -0.8748 -2.4377 -0.1 0.0 -0.2 0.212
H 4.0659 -1.2878 -2.6254 0.2 -0.2 0.2 0.174
H 4.2464 -0.3133 -0.2254 0.3 0.3 0.6 0.115
H 3.6380 -1.9056 -0.3138 -0.3 -0.5 -0.1 0.113
C -1.7261 -0.2988 -3.8765 0.2 -0.2 0.1 -0.630
C -1.1163 -1.1263 -2.7475 0.9 0.1 1.4 -0.020
O -0.5684 -0.4235 -1.6558 0.0 0.4 0.4 -0.963
H -1.9485 -0.9504 -4.7240 -0.5 -0.3 0.1 0.186
H -1.0371 0.4034 -4.3472 0.1 0.4 0.6 0.199
H -2.6303 0.1671 -3.4838 0.0 0.4 -0.4 0.186
H -0.3930 -1.8049 -3.2097 0.6 -0.1 -0.1 0.117
H -1.8793 -1.8161 -2.3745 -0.6 -0.1 0.0 0.117
S 0.8457 -0.2944 3.6125 0.0 0.9 3.6 2.611
O 1.3808 0.5026 2.5018 3.3 2.5 -2.8 -1.078
O -0.2391 -0.7933 2.7504 -3.8 -4.0 -2.5 -1.111
O 1.7257 -1.3816 4.1172 -0.6 0.8 -1.1 -1.046
O 0.3080 0.5428 4.6770 1.5 -1.2 -0.6 -0.950
S -1.9299 2.0964 3.1249 2.0 1.3 7.5 2.608
O -1.0625 1.4895 2.0800 0.7 -1.3 -4.1 -1.130
O -3.1600 2.6711 2.6570 -2.0 0.4 -3.0 -1.087
O -2.1445 1.2227 4.2658 -2.5 -3.3 -1.0 -1.060
O -1.1121 3.0733 3.8485 1.3 3.0 -2.1 -1.104
O 0.8307 2.2180 0.0910 0.2 -0.1 -0.5 -0.916
H 0.8185 3.0577 0.5559 -0.5 -0.2 0.8 0.526
H 1.4287 2.3540 -0.6464 0.2 -0.5 -0.1 0.498
O 0.1396 -2.3132 0.6552 -0.6 -0.4 -0.3 -0.916
H 0.7852 -2.7495 1.2168 0.2 0.5 0.6 0.524
H -0.0582 -2.9513 -0.0328 0.0 0.3 -0.5 0.487
O -2.2328 -0.7331 0.7826 -0.3 -0.2 -0.6 -0.930
H -2.5937 -1.5715 1.0756 0.5 -0.2 0.4 0.505
H -2.9047 -0.0841 1.0089 0.2 0.6 0.4 0.526
O -1.7934 1.7381 -0.5063 -0.2 -0.1 -0.6 -0.926
H -2.5302 2.3068 -0.2695 0.0 0.2 0.9 0.501
H -2.0531 1.3325 -1.3377 0.4 -0.4 -0.3 0.487

Entry 2:
17
Properties=species:S:1:pos:R:3:forces:R:3:nbo_charge:R:1 method="wB97M-V/def2-TZVPD" e_lumo_ev="-5.24 / -9.69" homo_energy_ev="-14.739 / -14.738" homo_lumo_gap_ev="9.50 / 5.05" spin_multiplicity=2 charge=+1
O 0.6381 -0.5056 -1.9164 0.5 -0.5 -0.2 -0.036
C 0.2566 -0.3124 -0.7454 -1.8 1.3 1.4 0.668
N -0.5495 0.7519 -0.5500 0.9 -0.7 -1.0 -0.586
C -1.1062 1.1709 0.7107 -0.4 0.9 0.3 0.531
O -1.5698 2.2609 0.7751 0.1 -0.4 -0.1 -0.406
C 0.6015 -1.2102 0.3998 1.8 -0.6 0.1 -0.731
H -0.7061 1.3704 -1.3576 -0.1 -0.1 0.6 0.457
H -1.0770 0.4467 1.5307 0.1 -0.2 -0.2 0.183
H 0.9454 -0.6283 1.2617 -0.3 0.3 -0.2 0.288
H -0.2272 -1.8539 0.7228 -0.1 0.2 -0.4 0.331
H 1.5088 -1.7814 0.1412 -0.6 -0.2 -0.1 0.285
H -3.1161 -1.7749 1.2989 -0.2 -0.1 0.0 0.488
H -2.3940 -3.0954 0.9748 -0.2 0.0 0.1 0.489
O -2.2936 -2.2531 1.4310 0.4 0.2 -0.2 -0.964
H 2.8295 3.2356 -1.6224 -0.1 0.2 -0.2 0.476
H 2.9575 1.7080 -1.7568 0.0 -0.1 -0.4 0.455
O 3.3022 2.4708 -1.2981 0.1 -0.2 0.6 -0.929

Entry 3:
88
Properties=species:S:1:pos:R:3:forces:R:3:lowdin_charge:R:1 method="wB97M-V/def2-TZVPD" e_lumo_ev="-11.87 / -11.87" homo_energy_ev="-16.390 / -16.389" homo_lumo_gap_ev="4.52 / 4.52" charge=+3
Pb 0.6619 0.7293 -0.9119 -0.1 -0.2 0.0 1.488
C 1.3793 5.4712 -2.1588 0.0 0.0 -0.2 0.042
C 0.8948 4.2015 -1.5884 0.0 -0.3 -0.1 -0.149
N 0.9987 3.0136 -2.2085 0.3 0.3 -0.4 0.029
O 1.3957 3.0458 -3.4312 -0.2 0.2 0.5 0.148
B 1.4736 1.5899 -4.1013 -0.3 -0.3 0.0 -1.054
F 2.0662 1.7556 -5.2739 0.1 0.1 -0.2 0.277
F 2.1977 0.8400 -3.1584 0.1 -0.1 0.1 0.061
O 0.1002 1.1123 -4.2423 -0.1 -0.1 0.2 0.106
N -0.5365 0.9237 -3.0521 -0.1 0.1 -0.3 -0.016
C -1.8016 0.7316 -3.0874 0.1 -0.1 0.0 -0.205
C -2.6114 0.5985 -4.3280 0.0 0.1 0.0 0.034
C -2.4635 0.7064 -1.7307 0.1 -0.1 0.0 -0.210
N -1.6758 0.8121 -0.7279 -0.1 -0.3 -0.1 -0.052
O -2.2066 0.8919 0.5394 -0.1 0.1 -0.2 0.013
B -2.2338 2.3157 0.9868 0.2 -0.4 -0.3 -1.109
F -2.7693 3.1171 0.0240 -0.1 0.2 -0.1 0.219
F -2.8250 2.3360 2.2064 -0.3 0.1 0.2 0.195
O -0.7734 2.8334 1.2279 0.1 0.2 -0.2 0.030
N -0.0630 2.9245 0.1139 -0.2 0.3 0.0 0.001
C 0.2303 4.1413 -0.3073 0.1 -0.2 0.1 -0.192
C -0.1043 5.3867 0.4279 -0.1 0.0 0.1 0.039
C -3.9434 0.6416 -1.6289 0.0 0.0 0.1 0.033
H 1.8173 5.3347 -3.1428 0.0 0.0 0.0 0.103
H 2.1140 5.9174 -1.4845 0.0 0.0 0.0 0.123
H 0.5506 6.1798 -2.2280 0.0 0.0 0.0 0.122
H -1.9829 0.6761 -5.2098 0.0 0.0 0.0 0.099
H -3.3823 1.3698 -4.3673 0.0 0.0 0.0 0.114
H -3.1206 -0.3667 -4.3322 0.0 0.0 0.0 0.103
H -0.7201 5.1650 1.2931 0.0 0.0 0.0 0.100
H -0.6346 6.0830 -0.2219 0.0 0.0 0.0 0.114
H 0.8150 5.8781 0.7550 0.0 0.0 0.0 0.118
H -4.3492 -0.0573 -2.3569 0.0 0.0 0.0 0.092
H -4.3646 1.6262 -1.8453 0.0 0.0 0.0 0.124
H -4.2405 0.3643 -0.6208 0.0 0.0 0.0 0.097
C -1.0281 1.1445 3.9894 0.1 0.0 0.0 -0.007
N -1.4656 -0.0427 3.2837 -0.1 0.0 0.2 -0.101
C -2.7792 -0.5365 3.6062 -0.1 0.0 -0.1 0.003
P -0.2534 -0.8914 2.3949 -0.1 -0.4 -0.3 0.494
O 0.5102 0.0891 1.6164 0.3 -0.1 0.0 -0.337
O -1.0878 -1.9693 1.6140 -0.1 0.3 0.2 -0.248
P -0.7881 -2.6978 0.1462 0.3 0.0 -0.1 0.518
O 0.1439 -1.9088 -0.6984 -0.1 0.4 0.0 -0.406
N -0.0786 -4.0858 0.6076 -0.1 0.0 0.2 -0.292
C 0.9293 -4.7420 -0.2274 0.0 0.0 -0.2 -0.064
C -0.7197 -4.9887 1.5628 -0.1 -0.1 -0.1 -0.070
N -2.2995 -2.7599 -0.4543 0.1 0.2 0.2 -0.286
C -2.4598 -2.9654 -1.8955 0.1 0.0 -0.1 -0.064
C -3.4899 -3.1058 0.3206 0.0 -0.1 0.0 -0.063
N 0.5573 -1.6679 3.5700 -0.1 0.3 -0.1 -0.249
C -0.1067 -2.6339 4.4499 0.1 -0.1 0.0 -0.047
C 1.7936 -1.0998 4.1190 0.0 0.0 0.0 -0.045
H -1.7579 1.9346 3.7956 0.1 -0.1 0.2 0.115
H -0.0506 1.4563 3.6388 0.0 0.0 0.0 0.100
H -1.0222 0.9288 5.0615 0.0 0.0 0.1 0.131
H -3.4917 0.2481 3.3301 0.0 0.0 0.0 0.129
H -2.8493 -0.6885 4.6874 0.0 0.0 0.0 0.130
H -3.0003 -1.4455 3.0606 0.0 0.0 0.0 0.084
H 1.3058 -4.0534 -0.9799 0.0 0.0 0.0 0.071
H 0.4987 -5.6121 -0.7263 0.0 0.0 0.0 0.100
H 1.7544 -5.0769 0.3995 0.0 0.0 0.0 0.096
H -1.4153 -4.4522 2.2030 0.0 0.0 0.0 0.061
H 0.0438 -5.4441 2.1925 0.0 0.0 0.0 0.100
H -1.2636 -5.7857 1.0516 0.0 0.0 0.0 0.103
H -1.5900 -2.5871 -2.4300 0.0 0.0 0.0 0.081
H -3.3463 -2.4214 -2.2258 0.0 0.0 0.0 0.086
H -2.5947 -4.0231 -2.1327 0.0 0.0 0.0 0.103
H -3.2704 -3.1532 1.3832 0.0 0.0 0.0 0.063
H -3.8740 -4.0793 0.0126 0.0 0.0 0.0 0.103
H -4.2661 -2.3571 0.1555 0.0 0.0 0.0 0.094
H -1.0251 -3.0011 4.0009 0.0 0.0 0.0 0.073
H -0.3272 -2.1726 5.4148 0.0 0.0 0.0 0.105
H 0.5614 -3.4786 4.6150 0.0 0.0 0.0 0.109
H 2.2105 -0.3744 3.4261 0.0 0.0 0.0 0.082
H 2.5033 -1.9141 4.2665 0.0 0.0 0.0 0.106
H 1.6020 -0.6300 5.0860 0.0 0.0 0.0 0.103
F 7.8675 1.6720 -2.1665 -0.3 -0.2 0.1 0.277
C 6.7920 1.0531 -1.8164 0.3 0.1 -0.1 -0.032
C 5.7849 1.7810 -1.1328 -0.4 0.1 0.2 -0.106
F 5.9791 3.0599 -0.8934 0.0 -0.2 0.0 0.194
C 4.6542 1.1313 -0.7350 0.3 0.7 0.3 -0.196
F 3.7141 1.7954 -0.0865 0.1 -0.2 -0.2 0.123
C 4.4406 -0.2602 -1.0226 -0.6 -0.7 -0.1 -0.497
S 3.0721 -1.0732 -0.6165 0.9 0.2 0.3 1.020
C 5.4917 -0.9497 -1.7458 0.5 -0.1 -0.5 -0.179
F 5.3280 -2.2081 -2.0345 0.1 0.3 0.1 0.188
C 6.6529 -0.3124 -2.1173 -0.1 -0.4 0.0 -0.106
F 7.6170 -0.9346 -2.7518 -0.2 0.1 0.1 0.210

Entry 4:
16
Properties=species:S:1:pos:R:3:forces:R:3:nbo_charge:R:1 method="wB97M-V/def2-TZVPD" e_lumo_ev=0.52 homo_energy_ev=-9.552 homo_lumo_gap_ev=10.07
C 0.7458 -0.7532 1.5597 0.4 -0.1 0.3 -0.881
C 0.0629 0.1317 -0.8374 0.0 0.4 -1.2 -0.088
C 1.2487 0.1731 -1.4213 -0.4 0.2 -0.4 -0.365
C -1.1487 -0.7685 -0.7958 0.0 -0.2 -0.4 -0.102
O -1.9101 0.3317 -0.2154 -0.1 0.1 0.1 -0.500
C -0.7882 1.1378 -0.1599 0.1 0.6 -0.2 0.532
N -0.6165 2.3005 0.2766 -0.2 -0.3 -0.3 -0.668
H -0.3108 -0.5667 1.7977 0.4 0.1 -0.4 0.210
H 0.9361 -1.8219 1.6315 0.2 0.0 0.5 0.207
H 1.3551 -0.1444 2.2174 0.1 -0.3 0.6 0.221
H 1.8410 1.0789 -1.3436 0.0 -0.1 0.0 0.226
H 1.0816 -0.4556 0.5606 -0.5 -0.5 1.4 0.238
H 1.6713 -0.7000 -1.9083 -0.1 0.2 0.0 0.210
H -1.1994 -1.6485 -0.1441 0.3 0.3 -0.2 0.206
H -1.4741 -1.0096 -1.8053 -0.4 -0.1 0.0 0.197
H -1.4947 2.7146 0.5877 0.1 -0.1 0.2 0.358